No. 1
C29H56IN4O9P2S as an isolated structure in a non-equilibrium geometry. Source: the OMol25 dataset; level of theory: the ωB97M-V functional and the def2-TZVPD basis.

HOMO-LUMO gap   6.41 eV
Largest force on an atom   3.4 eV/A
Multiplicity   1
Net charge   +1
HOMO level   -10.7 eV
Energy   -3413.0509 Ha

Each line ends with the Löwdin charge.
Geometry (Å):
1 N -3.813 0.557 2.844  -0.2784
2 P -2.724 0.270 3.947  0.7249
3 C -1.325 -0.658 3.083  -0.8631
4 I 0.465 0.208 3.906  1.0548
5 C -1.572 -0.501 1.603  -0.0592
6 N -1.328 -1.577 0.962  0.0154
7 C -1.546 -1.740 -0.489  -0.0742
8 C -0.763 -0.749 -1.378  -0.1371
9 C -1.669 0.152 -2.238  -0.2457
10 O -1.464 -0.072 -3.614  -0.0509
11 C -0.858 -2.680 1.842  -0.2025
12 C 0.621 -3.121 1.790  -0.0977
13 C 1.473 -2.560 0.632  -0.1754
14 C 2.054 -1.177 0.907  -0.3014
15 C 3.259 -0.839 0.007  -0.4006
16 S 2.749 0.206 -1.400  1.0121
17 C 2.619 1.827 -0.800  -0.6968
18 N 3.080 2.784 -1.440  0.0529
19 N 2.791 3.959 -0.749  0.0985
20 C 2.153 3.574 0.273  -0.2016
21 O 1.997 2.251 0.354  0.0407
22 C -1.501 -2.201 3.145  -0.3342
23 P -1.135 -3.114 4.678  0.4089
24 O 0.273 -3.321 4.927  -0.2339
25 O -1.903 -4.513 4.520  -0.0805
26 O -1.809 -2.358 5.916  -0.1271
27 H -3.961 1.561 2.781  -0.0137
28 H -2.160 1.392 4.573  -0.0022
29 H -3.248 -0.589 4.928  0.0138
30 H -1.952 0.376 1.106  0.1538
31 H -1.379 -2.778 -0.743  0.1365
32 H -2.613 -1.575 -0.653  0.1215
33 H -0.059 -0.176 -0.784  0.0676
34 H -0.153 -1.347 -2.050  0.1103
35 H -2.723 -0.022 -2.042  0.1052
36 H -1.448 1.196 -1.991  0.1162
37 H -0.529 -0.193 -3.799  0.0921
38 H -1.461 -3.540 1.543  0.1605
39 H 0.604 -4.197 1.661  0.1270
40 H 1.124 -2.891 2.724  0.0942
41 H 0.977 -2.617 -0.336  0.1033
42 H 2.339 -3.216 0.564  0.1213
43 H 2.410 -1.175 1.932  0.0721
44 H 1.308 -0.393 0.807  0.0474
45 H 3.962 -0.242 0.582  0.0846
46 H 3.805 -1.709 -0.342  0.0869
47 H 1.795 4.311 0.969  0.1395
48 H -2.593 -2.288 3.034  0.1304
49 H -2.855 -4.350 4.439  0.0910
50 H -2.770 -2.465 5.832  0.0807
51 C -4.565 -3.395 -3.884  -0.1585
52 C -5.940 -3.553 -3.241  -0.1628
53 C -5.696 -3.017 -1.837  -0.1976
54 O -4.675 -2.015 -1.957  -0.1713
55 C -4.085 -2.093 -3.265  -0.2045
56 H -4.587 -3.363 -4.971  0.1184
57 H -3.916 -4.221 -3.580  0.1144
58 H -6.668 -2.926 -3.761  0.1181
59 H -6.311 -4.576 -3.243  0.1152
60 H -5.328 -3.805 -1.170  0.1135
61 H -6.586 -2.574 -1.392  0.1186
62 H -4.425 -1.230 -3.846  0.1304
63 H -3.000 -2.041 -3.174  0.0971
64 C -0.784 1.665 9.238  -0.1596
65 C -0.617 0.357 8.469  -0.1571
66 C -1.817 0.397 7.536  -0.2356
67 O -2.080 1.775 7.258  -0.1704
68 C -1.322 2.595 8.160  -0.1917
69 H 0.137 2.030 9.688  0.1168
70 H -1.525 1.539 10.030  0.1182
71 H 0.310 0.380 7.891  0.1116
72 H -0.601 -0.528 9.101  0.1186
73 H -2.706 -0.032 8.013  0.1268
74 H -1.639 -0.128 6.600  0.0375
75 H -0.508 3.062 7.596  0.1173
76 H -1.962 3.382 8.558  0.1204
77 C 6.874 0.873 -5.216  -0.1692
78 C 5.909 0.807 -4.037  -0.1766
79 C 4.611 0.411 -4.725  -0.2185
80 O 4.973 -0.381 -5.859  -0.1396
81 C 6.382 -0.276 -6.085  -0.2037
82 H 7.921 0.772 -4.934  0.1120
83 H 6.752 1.821 -5.744  0.1151
84 H 6.222 0.022 -3.343  0.1108
85 H 5.825 1.739 -3.481  0.1089
86 H 4.066 1.291 -5.082  0.1183
87 H 3.950 -0.166 -4.078  0.0725
88 H 6.848 -1.223 -5.792  0.1162
89 H 6.566 -0.114 -7.147  0.1172
90 C 1.221 5.521 -5.147  -0.1659
91 C 1.527 4.935 -3.772  -0.1827
92 C 0.800 3.603 -3.842  -0.2219
93 O 0.819 3.189 -5.207  -0.1429
94 C 1.252 4.280 -6.028  -0.1982
95 H 1.928 6.284 -5.467  0.1135
96 H 0.221 5.960 -5.151  0.1139
97 H 2.601 4.768 -3.666  0.1077
98 H 1.197 5.557 -2.943  0.1073
99 H -0.249 3.704 -3.532  0.1158
100 H 1.272 2.836 -3.226  0.0845
101 H 2.268 4.065 -6.376  0.1166
102 H 0.598 4.360 -6.897  0.1174



No. 2
C29H56O3SSiTa as an isolated structure. Source: the OMol25 dataset; level of theory: the ωB97M-V functional and the def2-TZVPD basis.

HOMO-LUMO gap   7.34 eV
Largest force on an atom   0.7 eV/A
Multiplicity   1
Net charge   +3
HOMO level   -18.7 eV
Energy   -2108.2042 Ha

Each line ends with the Löwdin charge.
Geometry (Å):
1 Ta 0.632 0.323 -0.206  1.6161
2 C 1.642 0.929 1.828  -0.0989
3 C 2.701 0.550 0.939  -0.2256
4 C 2.621 1.479 -0.159  -0.2096
5 C 1.636 2.474 0.196  -0.0454
6 C 1.059 2.180 1.441  -0.2135
7 C 0.312 3.111 2.368  -0.5345
8 C 1.464 3.736 3.197  0.0058
9 C -0.425 4.235 1.648  -0.0184
10 C -0.627 2.344 3.302  -0.0150
11 C 3.161 1.406 -1.600  -0.5138
12 C 2.643 2.568 -2.462  -0.0263
13 C 2.486 0.128 -2.133  -0.0455
14 C 4.685 1.396 -1.700  -0.0001
15 C 3.749 -0.502 1.327  -0.5191
16 C 3.336 -1.240 2.607  -0.0382
17 C 4.100 -1.540 0.260  -0.0381
18 C 5.002 0.346 1.652  0.0075
19 H 1.409 0.399 2.739  0.1316
20 H 1.387 3.330 -0.412  0.1316
21 H 2.121 4.343 2.572  0.1061
22 H 2.062 2.978 3.706  0.0999
23 H 1.033 4.384 3.960  0.1144
24 H 0.230 4.794 0.976  0.0979
25 H -0.785 4.943 2.394  0.1116
26 H -1.297 3.894 1.092  0.0638
27 H -0.083 1.706 4.000  0.0989
28 H -1.339 1.730 2.746  0.0610
29 H -1.202 3.051 3.897  0.1118
30 H 1.550 2.654 -2.459  0.0731
31 H 2.942 2.401 -3.496  0.1149
32 H 3.064 3.524 -2.151  0.1183
33 H 1.389 0.274 -2.394  0.0847
34 H 2.632 -0.765 -1.506  0.0631
35 H 2.829 -0.191 -3.124  0.1526
36 H 5.087 2.258 -1.166  0.1152
37 H 4.980 1.486 -2.745  0.1131
38 H 5.151 0.500 -1.299  0.0710
39 H 2.402 -1.798 2.507  0.0579
40 H 3.254 -0.568 3.462  0.1002
41 H 4.110 -1.965 2.854  0.1123
42 H 3.256 -2.184 -0.006  0.0609
43 H 4.862 -2.200 0.672  0.1135
44 H 4.522 -1.111 -0.646  0.0685
45 H 4.814 1.025 2.485  0.1063
46 H 5.330 0.931 0.794  0.0749
47 H 5.817 -0.319 1.939  0.1151
48 C -1.656 1.010 -3.022  0.0068
49 C -2.259 1.102 -1.643  -0.4848
50 C -3.643 0.520 -1.533  0.0094
51 C -2.134 2.460 -1.005  -0.0138
52 O -1.308 0.181 -0.705  -0.3787
53 Si -1.561 -1.556 -0.530  0.0278
54 S 0.484 -1.790 0.488  0.6374
55 O -2.689 -1.973 0.455  -0.1106
56 C -3.236 -1.894 1.848  -0.5694
57 C -4.740 -1.873 1.684  0.0040
58 C -2.704 -0.624 2.476  -0.0318
59 C -2.748 -3.138 2.561  0.0000
60 O -1.433 -2.161 -1.974  -0.1426
61 C -2.003 -3.418 -2.625  -0.5586
62 C -3.501 -3.228 -2.728  -0.0101
63 C -1.330 -3.472 -3.977  -0.0085
64 C -1.621 -4.583 -1.737  -0.0094
65 H -2.231 1.655 -3.689  0.1304
66 H -1.678 -0.004 -3.415  0.0951
67 H -0.626 1.386 -3.034  0.0764
68 H -4.308 1.133 -2.145  0.1336
69 H -4.012 0.543 -0.508  0.0977
70 H -3.698 -0.497 -1.926  0.0814
71 H -2.794 3.162 -1.515  0.1324
72 H -1.117 2.863 -1.089  0.0814
73 H -2.430 2.416 0.043  0.0919
74 H -5.069 -0.990 1.136  0.0880
75 H -5.209 -1.855 2.668  0.1146
76 H -5.084 -2.766 1.163  0.1047
77 H -3.063 0.262 1.945  0.0843
78 H -1.610 -0.630 2.497  0.0627
79 H -3.046 -0.555 3.508  0.1189
80 H -3.107 -4.037 2.062  0.1043
81 H -3.130 -3.144 3.582  0.1135
82 H -1.657 -3.167 2.609  0.0853
83 H -3.750 -2.381 -3.369  0.0957
84 H -3.955 -3.096 -1.743  0.0879
85 H -3.943 -4.118 -3.174  0.1162
86 H -1.552 -2.580 -4.564  0.0925
87 H -1.706 -4.335 -4.528  0.1141
88 H -0.251 -3.582 -3.875  0.0962
89 H -2.076 -4.498 -0.748  0.0866
90 H -0.537 -4.664 -1.640  0.0991
91 H -1.982 -5.510 -2.183  0.1163



No. 3
C29H57Cl3N2O3PSiSn as an isolated structure in a non-equilibrium geometry. Source: the OMol25 dataset; level of theory: the ωB97M-V functional and the def2-TZVPD basis.

HOMO-LUMO gap   4.95 eV
Largest force on an atom   3.2 eV/A
Multiplicity   1
Net charge   -1
HOMO level   -2.5 eV
Energy   -3700.3064 Ha

Each line ends with the Löwdin charge.
Geometry (Å):
1 C -4.922 -1.540 0.259  -0.0546
2 C -4.114 -1.682 -0.989  -0.2261
3 H -5.991 -1.560 0.037  0.0587
4 H -4.678 -0.588 0.747  0.0460
5 H -4.699 -2.343 0.976  0.0876
6 C -4.627 -1.643 -2.220  -0.1357
7 C -6.071 -1.383 -2.523  -0.1309
8 H -4.001 -1.853 -3.099  0.0945
9 H -6.456 -0.545 -1.916  0.0683
10 H -6.721 -2.260 -2.351  0.0709
11 H -6.170 -1.110 -3.581  0.0572
12 Sn 0.044 0.318 0.792  0.6507
13 Cl 0.000 -2.088 1.652  -0.1237
14 Cl 0.046 2.738 1.842  -0.0039
15 C 1.656 -1.929 -1.409  -0.3051
16 O 1.112 -0.816 -1.219  -0.1480
17 N 2.413 -2.180 -2.491  -0.1682
18 C 2.483 -1.212 -3.579  -0.0299
19 C 2.900 -3.521 -2.784  -0.0577
20 H 1.554 -2.764 -0.695  0.1157
21 H 2.481 -0.195 -3.180  0.0782
22 H 1.637 -1.331 -4.275  0.0776
23 H 3.417 -1.395 -4.125  0.0843
24 H 2.908 -4.114 -1.861  0.0928
25 H 3.919 -3.452 -3.191  0.0827
26 H 2.267 -4.029 -3.529  0.0751
27 H -3.669 1.668 -1.041  0.0870
28 H -3.471 0.993 -3.812  0.0862
29 C -2.917 2.398 -1.368  -0.0346
30 C -2.715 1.792 -3.754  -0.0633
31 N -2.104 1.828 -2.434  -0.1826
32 H -2.269 2.662 -0.526  0.0734
33 C -0.798 1.548 -2.257  -0.2873
34 O -0.212 1.701 -1.155  -0.2122
35 H -1.950 1.608 -4.515  0.0850
36 H -0.267 1.180 -3.158  0.1431
37 H -3.430 3.284 -1.762  0.0814
38 H -3.217 2.749 -3.956  0.0839
39 O -2.173 -0.452 -0.480  -0.4440
40 C -2.600 -1.709 -0.746  -0.4787
41 C -1.603 -1.473 -3.046  -0.0567
42 C -1.781 -2.260 -1.916  -0.1632
43 H -1.994 -0.452 -3.017  0.0802
44 C -0.968 -1.993 -4.174  -0.1040
45 H -2.412 -2.363 0.119  0.0929
46 C -1.228 -3.537 -1.851  -0.0351
47 H -0.860 -1.370 -5.066  0.0962
48 C -0.477 -3.300 -4.143  -0.1396
49 C -0.593 -4.067 -2.977  -0.1125
50 H -1.315 -4.079 -0.905  0.1131
51 H 0.001 -3.731 -5.031  0.0930
52 H -0.189 -5.082 -2.931  0.0950
53 Si -2.542 1.578 3.673  0.1977
54 Cl -2.439 0.565 1.760  0.3781
55 C -2.513 3.448 3.553  -0.2667
56 C -1.230 0.815 4.740  -0.2139
57 C -4.246 1.202 4.328  -0.2369
58 H -2.801 3.819 2.564  0.0217
59 H -1.532 3.868 3.798  -0.0096
60 H -3.243 3.838 4.273  0.0178
61 H -5.011 1.769 3.780  0.0293
62 H -4.292 1.515 5.382  0.0258
63 H -4.494 0.136 4.281  0.0256
64 H -0.958 -0.203 4.434  0.0294
65 H -1.626 0.754 5.765  0.0290
66 H -0.322 1.426 4.771  0.0141
67 C 2.093 -0.097 3.950  -0.1401
68 C 2.664 1.118 3.204  -0.5460
69 C 4.004 1.535 3.801  -0.1317
70 P 2.644 0.865 1.356  0.9254
71 C 2.903 2.413 0.350  -0.5658
72 C 3.846 3.419 0.998  -0.1274
73 C 3.225 2.112 -1.115  -0.1088
74 C 3.987 -0.312 0.892  -0.5415
75 C 5.382 0.307 0.981  -0.1215
76 C 3.884 -1.632 1.662  -0.1169
77 H 2.889 -0.789 4.251  0.0657
78 H 1.356 -0.664 3.362  -0.0104
79 H 1.586 0.249 4.861  0.0654
80 H 1.948 1.952 3.309  0.0366
81 H 4.707 0.690 3.848  0.0626
82 H 4.470 2.372 3.268  0.0486
83 H 3.826 1.870 4.835  0.0786
84 H 1.893 2.860 0.379  0.0043
85 H 4.860 3.017 1.119  0.0574
86 H 3.907 4.304 0.350  0.0731
87 H 3.459 3.750 1.969  0.0694
88 H 2.355 1.667 -1.615  0.0518
89 H 3.458 3.056 -1.625  0.0786
90 H 4.088 1.442 -1.224  0.0569
91 H 3.765 -0.522 -0.170  0.0849
92 H 5.607 0.671 1.992  0.0555
93 H 6.121 -0.466 0.728  0.0724
94 H 5.523 1.133 0.271  0.0548
95 H 2.863 -2.044 1.637  0.0359
96 H 4.558 -2.358 1.186  0.0738
97 H 4.203 -1.517 2.706  0.0635